(a)
ORCA calculation (ωB97M-V with the def2-TZVPD basis set) on 3 unconnected molecules or ions with the total composition C3H11NO3.

Geometry as XYZ:
```
18
Properties=species:S:1:pos:R:3:mulliken_charge:R:1
C -1.36 2.07 -0.46 -1.244
N -0.54 0.89 -0.67 -0.235
C -1.07 -0.37 -0.17 -0.383
C 0.07 -1.02 0.69 -0.116
O -0.28 -1.72 1.61 -0.514
H -0.93 2.97 -0.92 0.402
H -2.31 2.01 -1.02 0.421
H -1.68 2.28 0.56 0.423
H -0.38 0.90 -1.67 0.163
H -1.23 -1.16 -0.90 0.250
H -1.89 -0.29 0.56 0.333
H 1.08 -0.91 0.30 0.467
O 1.43 -2.70 -1.74 -0.639
H 2.04 -2.07 -2.19 0.329
H 1.55 -2.61 -0.80 0.326
O 1.30 2.37 1.23 -0.663
H 0.58 2.99 1.43 0.300
H 0.94 2.08 0.36 0.381
```

Values from the calculation:
HOMO energy ... -0.3417 Ha
Multiplicity ... 1
Frontier orbital gap ... 9.9 eV


(b)
ORCA calculation (ωB97M-V with the def2-TZVPD basis set) on 3 unconnected molecules or ions with the total composition C3H11NO3.

Geometry as XYZ:
```
18
Properties=species:S:1:pos:R:3:mulliken_charge:R:1
C 1.18 0.55 -0.77 -0.948
N -0.26 0.30 -0.90 0.240
C -1.21 1.39 -0.90 -0.900
C -0.60 -0.92 -1.34 0.093
O 0.08 -1.94 -1.29 -0.599
H 1.65 -0.32 -0.33 0.282
H 1.44 1.45 -0.22 0.318
H 1.61 0.72 -1.76 0.355
H -1.01 2.09 -1.71 0.340
H -1.22 1.98 0.01 0.274
H -2.18 0.92 -1.02 0.315
H -1.64 -1.00 -1.71 0.298
O -0.26 0.48 2.61 -0.628
H -0.08 -0.33 2.09 0.355
H 0.57 0.90 2.71 0.287
O 0.27 -2.10 1.61 -0.711
H 1.03 -2.24 2.19 0.321
H 0.63 -1.92 0.73 0.306
```

Values from the calculation:
HOMO energy ... -0.3562 Ha
Multiplicity ... 1
Frontier orbital gap ... 10.3 eV


Stability summary: most stable (b), least stable (a).


(a)
ORCA calculation (ωB97M-V with the def2-TZVPD basis set) on 3 unconnected molecules or ions with the total composition C3H11NO3.

Geometry as XYZ:
```
18
Properties=species:S:1:pos:R:3:mulliken_charge:R:1
C 1.05 -0.13 0.86 -0.826
N -0.31 -0.15 1.34 -0.119
C -0.86 -1.24 1.93 0.631
C -0.04 -2.49 2.09 -1.094
O -2.01 -1.22 2.33 -0.638
H 1.31 0.76 0.31 0.320
H 1.73 -0.31 1.70 0.309
H 1.27 -0.94 0.17 0.241
H -0.94 0.64 1.45 0.251
H -0.64 -3.29 2.49 0.304
H 0.84 -2.40 2.74 0.302
H 0.38 -2.83 1.14 0.312
O -0.78 3.37 -3.29 -0.671
H -1.13 3.65 -2.43 0.315
H -1.32 3.81 -3.95 0.315
O 0.78 0.93 -2.68 -0.609
H 0.19 1.64 -2.97 0.343
H 0.49 0.19 -3.22 0.315
```

Values from the calculation:
HOMO energy ... -0.3433 Ha
Multiplicity ... 1
Frontier orbital gap ... 9.8 eV


(b)
ORCA calculation (ωB97M-V with the def2-TZVPD basis set) on 3 unconnected molecules or ions with the total composition C3H11NO3.

Geometry as XYZ:
```
18
Properties=species:S:1:pos:R:3:mulliken_charge:R:1
C -2.05 1.53 -1.09 -1.172
C -0.66 2.13 -1.41 -0.375
N 0.49 1.30 -1.10 -0.152
C 0.67 0.81 0.16 0.192
O 1.68 0.28 0.58 -0.561
H -2.78 2.20 -1.56 0.328
H -2.39 1.52 -0.05 0.366
H -2.18 0.51 -1.37 0.360
H -0.65 2.60 -2.39 0.410
H -0.63 2.95 -0.69 0.242
H 1.07 0.92 -1.84 0.252
H -0.25 0.86 0.76 0.113
O 2.63 -3.87 0.02 -0.628
H 2.86 -4.16 -0.87 0.314
H 3.20 -4.38 0.60 0.315
O -2.47 -1.01 2.55 -0.643
H -2.05 -1.77 2.13 0.325
H -1.69 -0.46 2.73 0.315
```

Values from the calculation:
HOMO energy ... -0.3544 Ha
Multiplicity ... 1
Frontier orbital gap ... 10.5 eV


(c)
ORCA calculation (ωB97M-V with the def2-TZVPD basis set) on 3 unconnected molecules or ions with the total composition C3H11NO3.

Geometry as XYZ:
```
18
Properties=species:S:1:pos:R:3:mulliken_charge:R:1
C -3.28 0.27 2.15 -0.894
N -3.20 1.02 0.96 0.097
C -4.33 1.03 0.06 -0.964
C -2.08 1.70 0.55 0.145
O -1.07 1.74 1.23 -0.579
H -3.83 -0.66 1.97 0.325
H -3.81 0.75 2.99 0.288
H -2.30 0.23 2.65 0.326
H -4.34 1.87 -0.62 0.285
H -5.27 0.87 0.60 0.358
H -4.43 0.06 -0.46 0.341
H -2.12 2.23 -0.41 0.271
O 4.59 -4.02 -1.79 -0.633
H 5.09 -3.55 -2.45 0.322
H 4.22 -3.28 -1.30 0.311
O 6.99 -0.59 -2.25 -0.630
H 6.50 -1.11 -1.63 0.308
H 6.70 0.31 -2.08 0.323
```

Values from the calculation:
HOMO energy ... -0.3399 Ha
Multiplicity ... 1
Frontier orbital gap ... 9.8 eV


(d)
ORCA calculation (ωB97M-V with the def2-TZVPD basis set) on a molecular structure, C3H11NO3.

Geometry as XYZ:
```
18
Properties=species:S:1:pos:R:3:mulliken_charge:R:1
C -0.92 1.59 0.22 -0.854
N -0.58 0.35 -0.46 -0.027
C 0.02 -0.59 0.42 -0.705
C 0.96 -1.50 -0.38 -0.339
O 2.24 -1.06 -0.14 -0.585
H -1.30 1.34 1.22 0.329
H -0.08 2.26 0.41 0.290
H -1.68 2.18 -0.29 0.358
H -1.43 -0.02 -0.93 0.321
H -0.65 -1.13 1.10 0.401
H 0.67 0.04 1.05 0.718
H 0.85 -2.56 -0.08 0.308
H 0.77 -1.44 -1.45 0.267
H -3.46 -1.34 -0.33 0.225
O -2.57 -1.37 0.02 -0.692
H 2.88 1.70 0.02 0.279
H 2.25 0.24 -0.20 0.387
O 2.03 1.33 -0.21 -0.681
```

Values from the calculation:
HOMO energy ... -0.3341 Ha
Multiplicity ... 1
Frontier orbital gap ... 4.5 eV


Stability summary: most stable (a), least stable (d).


(a)
ORCA calculation (ωB97M-V with the def2-TZVPD basis set) on 3 unconnected molecules or ions with the total composition C3H11NO3.

Geometry as XYZ:
```
18
Properties=species:S:1:pos:R:3:mulliken_charge:R:1
C 0.39 -1.84 -0.88 -0.831
N -0.24 -0.57 -1.28 -0.313
C 0.79 0.48 -1.34 -0.561
C 0.26 1.65 -0.45 -0.163
O -0.49 2.53 -0.81 -0.465
H -0.41 -2.39 -0.22 0.273
H 0.78 -2.50 -1.69 0.275
H 1.01 -1.59 -0.02 0.321
H -0.69 -0.65 -2.19 0.231
H 1.06 0.72 -2.35 0.454
H 1.82 0.33 -0.95 0.323
H 0.49 1.60 0.57 0.447
O -2.36 1.25 1.57 -0.627
H -1.50 1.46 1.50 0.309
H -2.69 1.44 0.68 0.320
O 0.38 -0.40 2.31 -0.593
H 1.29 -0.34 2.65 0.310
H 0.11 -1.19 2.91 0.292
```

Values from the calculation:
HOMO energy ... -0.3356 Ha
Multiplicity ... 1
Frontier orbital gap ... 9.6 eV


(b)
ORCA calculation (ωB97M-V with the def2-TZVPD basis set) on 3 unconnected molecules or ions with the total composition C3H11NO3.

Geometry as XYZ:
```
18
Properties=species:S:1:pos:R:3:mulliken_charge:R:1
C -0.01 -0.99 -1.90 -1.443
C 0.58 -0.15 -0.76 0.844
N 1.95 0.28 -1.06 -0.729
C -0.32 1.04 -0.57 -0.098
O -1.35 1.05 0.06 -0.537
H 0.75 -1.67 -2.43 0.383
H -0.33 -0.49 -2.82 0.340
H -0.70 -1.74 -1.57 0.343
H 0.64 -0.78 0.13 0.152
H 2.39 0.71 -0.25 0.270
H 2.04 0.92 -1.82 0.231
H 0.14 2.04 -0.82 0.281
O -1.80 -1.02 2.81 -0.623
H -2.19 -1.32 1.98 0.308
H -1.06 -1.64 2.81 0.320
O 0.14 1.30 1.94 -0.652
H -0.20 0.75 2.67 0.300
H -0.66 1.72 1.60 0.311
```

Values from the calculation:
HOMO energy ... -0.3468 Ha
Multiplicity ... 1
Frontier orbital gap ... 10.0 eV


Stability summary: most stable (b), least stable (a).


(a)
ORCA calculation (ωB97M-V with the def2-TZVPD basis set) on 2 unconnected molecules or ions with the total composition C3H11NO3.

Geometry as XYZ:
```
18
Properties=species:S:1:pos:R:3:mulliken_charge:R:1
N -1.38 -0.30 -0.26 -0.770
C -0.07 -0.92 -0.12 0.675
C 0.97 0.19 0.16 -0.957
O 0.81 0.75 1.47 -0.506
C 0.35 -1.65 -1.37 -0.688
O -0.54 -2.72 -1.62 -0.509
H -1.67 0.06 0.64 0.239
H -2.05 -1.02 -0.47 0.257
H 0.01 -1.60 0.73 0.230
H 2.02 -0.05 0.08 0.405
H 0.73 0.95 -0.57 0.381
H 0.06 1.36 1.43 0.274
H 0.31 -0.95 -2.22 0.329
H 1.38 -1.96 -1.26 0.350
H -0.27 -3.16 -2.43 0.304
O -0.44 3.46 2.19 -0.672
H -0.69 3.82 1.33 0.328
H 0.48 3.72 2.31 0.331
```

Values from the calculation:
HOMO energy ... -0.3503 Ha
Multiplicity ... 1
Frontier orbital gap ... 10.3 eV


(b)
ORCA calculation (ωB97M-V with the def2-TZVPD basis set) on 3 unconnected molecules or ions with the total composition C3H11NO3.

Geometry as XYZ:
```
18
Properties=species:S:1:pos:R:3:mulliken_charge:R:1
C 1.40 -0.14 2.24 -1.170
C 0.36 -0.12 1.13 -0.148
C 0.39 -1.33 0.21 0.393
N 1.48 -2.03 -0.14 -0.366
O -0.71 -1.66 -0.24 -0.720
H 1.29 0.72 2.90 0.330
H 1.22 -1.01 2.88 0.312
H 2.46 -0.25 1.98 0.322
H 0.51 0.71 0.43 0.240
H -0.61 -0.01 1.59 0.271
H 2.37 -1.74 0.25 0.202
H 1.34 -2.97 -0.46 0.244
O -0.85 6.04 -0.14 -0.631
H 0.10 5.93 0.04 0.314
H -0.73 6.64 -0.89 0.318
O -2.07 -1.87 -2.61 -0.656
H -1.89 -2.75 -2.95 0.289
H -1.72 -1.89 -1.70 0.456
```

Values from the calculation:
HOMO energy ... -0.3657 Ha
Multiplicity ... 1
Frontier orbital gap ... 10.6 eV


(c)
ORCA calculation (ωB97M-V with the def2-TZVPD basis set) on 3 unconnected molecules or ions with the total composition C3H11NO3.

Geometry as XYZ:
```
18
Properties=species:S:1:pos:R:3:mulliken_charge:R:1
C 0.47 -2.39 -0.13 -1.045
C 0.66 -0.85 0.04 -0.317
C 0.31 -0.19 -1.31 0.479
N 1.12 -0.52 -2.33 -0.379
O -0.76 0.39 -1.40 -0.649
H -0.09 -2.58 -1.04 0.312
H -0.14 -2.79 0.67 0.333
H 1.39 -2.96 -0.26 0.300
H -0.07 -0.48 0.74 0.211
H 1.72 -0.63 0.19 0.349
H 2.00 -0.97 -2.17 0.179
H 1.05 -0.17 -3.28 0.235
O -0.50 2.51 3.31 -0.651
H -0.16 3.39 3.11 0.293
H -1.10 2.25 2.61 0.383
O -1.87 2.00 0.81 -0.648
H -2.72 2.00 0.39 0.301
H -1.31 1.97 0.03 0.314
```

Values from the calculation:
HOMO energy ... -0.3645 Ha
Multiplicity ... 1
Frontier orbital gap ... 10.6 eV


(d)
ORCA calculation (ωB97M-V with the def2-TZVPD basis set) on 3 unconnected molecules or ions with the total composition C3H11NO3.

Geometry as XYZ:
```
18
Properties=species:S:1:pos:R:3:mulliken_charge:R:1
C -2.07 2.25 1.33 -1.105
C -1.55 0.83 1.07 -0.379
N -0.15 0.83 0.67 -0.075
C 0.82 0.31 1.46 -0.020
O 1.87 -0.12 1.02 -0.549
H -3.15 2.25 1.41 0.350
H -1.73 2.93 0.52 0.297
H -1.59 2.62 2.24 0.296
H -1.59 0.29 2.01 0.336
H -2.17 0.31 0.34 0.315
H 0.16 0.68 -0.30 0.205
H 0.65 0.37 2.54 0.355
O 1.60 -3.70 -1.83 -0.641
H 0.79 -3.74 -2.35 0.311
H 1.50 -2.91 -1.27 0.329
O -0.14 0.10 -2.50 -0.635
H -0.28 0.27 -3.45 0.312
H -1.05 0.16 -2.17 0.297
```

Values from the calculation:
HOMO energy ... -0.3585 Ha
Multiplicity ... 1
Frontier orbital gap ... 10.0 eV


Stability summary: most stable (c), least stable (a).


(a)
ORCA calculation (ωB97M-V with the def2-TZVPD basis set) on a molecular structure, C4H12NO3.

Geometry as XYZ:
```
20
Properties=species:S:1:pos:R:3:mulliken_charge:R:1
C 0.05 -1.16 0.22 -0.724
C -0.75 -0.88 1.50 -0.459
C -0.77 0.60 1.84 -0.635
O 0.49 1.17 2.06 -0.632
N -0.30 -0.17 -0.81 -0.124
C -0.35 -0.62 -2.16 0.125
O -0.08 -1.76 -2.50 -0.589
H 0.00 -2.12 -0.28 0.522
H 1.10 -0.92 0.48 0.190
H -0.30 -1.40 2.35 0.292
H -1.75 -1.34 1.42 0.299
H -1.31 0.72 2.80 0.349
H -1.32 1.19 1.09 0.334
H 0.35 0.66 -0.69 0.230
H -1.28 -0.09 -2.52 0.391
H 1.04 0.89 -2.79 0.269
H 0.66 0.19 -2.71 -0.411
H 2.33 1.60 -0.24 0.197
H 0.79 1.56 1.14 0.423
O 1.40 1.88 -0.20 -1.047
```

Values from the calculation:
HOMO energy ... -0.1654 Ha
Total charge ... -1
Multiplicity ... 1
Frontier orbital gap ... 8.4 eV


(b)
ORCA calculation (ωB97M-V with the def2-TZVPD basis set) on 2 unconnected molecules or ions with the total composition C4H12NO3.

Geometry as XYZ:
```
20
Properties=species:S:1:pos:R:3:mulliken_charge:R:1
C 0.39 -0.02 -0.85 -0.729
C 1.47 -0.87 -0.18 -0.584
C 1.09 -2.35 -0.05 -0.369
O -0.23 -2.62 -0.49 -0.607
N -0.78 0.14 0.03 -0.282
C -0.60 0.90 1.28 -0.607
O -0.38 2.22 1.13 -0.891
H 0.84 0.93 -1.15 0.452
H -0.01 -0.49 -1.75 0.412
H 2.44 -0.70 -0.64 0.417
H 1.59 -0.41 0.80 0.248
H 1.72 -2.97 -0.69 0.298
H 1.22 -2.64 1.00 0.217
H -0.80 -1.93 -0.09 0.366
H -1.47 0.67 -0.50 0.183
H -1.48 0.61 1.89 0.245
H 0.22 0.43 1.85 0.311
H -1.40 2.82 0.20 0.440
H -1.77 3.01 -1.35 0.244
O -2.08 3.27 -0.47 -0.763
```

Values from the calculation:
HOMO energy ... -0.1330 Ha
Total charge ... -1
Multiplicity ... 1
Frontier orbital gap ... 7.3 eV


(c)
ORCA calculation (ωB97M-V with the def2-TZVPD basis set) on a molecular structure, C4H12NO3.

Geometry as XYZ:
```
20
Properties=species:S:1:pos:R:3:mulliken_charge:R:1
C 0.95 2.01 0.74 -0.800
O 2.65 1.92 1.10 -0.511
C 0.71 0.54 0.16 0.531
C -0.69 0.31 -0.53 -0.947
C -0.72 -0.92 -1.68 -0.587
O -0.30 -2.12 -1.05 -0.782
N 0.82 -0.52 1.17 -0.791
H 0.06 2.31 1.36 0.336
H 0.95 2.67 -0.16 0.326
H 1.65 1.95 1.70 0.304
H 1.48 0.44 -0.67 0.199
H -1.35 0.10 0.29 0.383
H -1.14 1.17 -1.09 0.341
H -1.86 -0.91 -1.96 0.240
H -0.18 -0.70 -2.65 0.336
H 1.01 -1.36 0.54 0.305
H 1.72 -0.31 1.62 0.316
H -1.32 -2.11 -0.23 0.393
H -2.19 -2.10 1.13 0.223
O -2.26 -2.37 0.20 -0.815
```

Values from the calculation:
HOMO energy ... -0.1366 Ha
Total charge ... -1
Multiplicity ... 1
Frontier orbital gap ... 7.0 eV


Stability summary: most stable (b), least stable (c).